# C42H102MnO25P3

C42H102MnO25P3 as an isolated structure in a non-equilibrium geometry (the ωB97M-V functional and the def2-TZVPD basis, the OMol25 dataset).

Properties
* frontier orbital gap (spin up / spin down): 4.4 / 4.5 eV
* energy: -5717.0713 Eh
* E_HOMO (spin up / spin down): -9.986 / -10.098 eV
* net charge: +1
* spin multiplicity: 6
* F_max: 0.0874 hartree/bohr

Structure (XYZ):
```
173
Properties=species:S:1:pos:R:3:forces:R:3
O -5.511656 -5.816935 1.020157 -1.215 0.324 0.567
H 3.666786 -10.261999 0.626783 -0.105 -0.005 -0.269
C -1.014626 -9.911041 -0.922322 0.238 -0.023 0.006
O -1.227781 3.773548 7.789707 0.438 -1.707 -1.139
H -7.744800 3.117868 2.539611 0.065 0.343 0.373
H -3.020350 0.363118 -9.751984 0.358 0.247 0.139
H -0.271837 -7.883966 -0.400228 -0.205 -0.116 0.224
H -2.163729 6.704594 1.177957 -0.508 0.225 -0.292
H -3.437206 2.073481 10.965260 0.037 -0.086 0.254
H 1.128851 2.564802 6.857153 0.008 0.066 -0.303
C -1.802112 5.916257 8.664207 -0.457 -0.470 1.199
O -7.078430 -6.361726 3.132694 1.766 3.230 -0.658
H 0.682178 -0.974912 -8.763879 0.085 -0.209 -0.046
H -2.850124 4.752830 7.089804 -0.489 0.331 0.588
C -3.501820 -1.597523 -5.759895 -1.034 0.555 -0.166
C -0.351197 -1.232522 -8.531778 0.527 1.396 -0.797
H -8.832132 -7.781267 4.342445 -0.082 0.078 -0.110
H -4.409800 -0.999134 -5.834716 -0.451 0.119 0.102
O 2.353754 -7.084514 -0.803395 0.160 0.232 0.344
O 5.574543 2.938227 2.115016 -0.674 -1.480 0.234
P -1.667201 2.437096 6.918243 -0.720 0.376 -0.044
P -6.285012 -5.301362 2.172105 0.091 -0.234 1.329
H 8.543876 6.737269 2.711584 -0.080 -0.028 0.119
H -2.583698 6.014412 -1.859071 0.270 -0.179 0.224
C -4.681249 -4.134165 -7.178452 -0.062 -1.767 -0.612
H -9.520164 -6.990660 2.870327 -0.173 -0.123 0.366
H -7.696906 -4.531081 -0.178779 0.372 -0.241 0.141
C -4.272420 4.747693 -1.790687 -0.141 -0.910 -0.327
C -9.438629 -5.221912 0.855248 -0.352 0.170 0.454
H 0.408496 -5.624740 -1.926709 -0.437 0.556 0.485
O 5.037884 2.937186 -3.763187 -0.329 -1.360 -0.082
H -1.025332 -10.541266 -1.811595 -0.203 0.256 -0.241
O -2.029833 2.777886 5.497314 0.328 -0.682 2.307
H 2.745415 -8.241253 2.770982 -0.337 -0.302 -0.027
C 8.991624 7.552218 -1.224381 -0.126 0.019 -1.413
H 1.296452 -4.589133 -0.672305 -0.179 -0.414 0.080
C 0.810130 1.668659 7.389546 3.076 1.371 1.340
H -4.170343 3.010006 9.754151 0.268 -0.115 -0.754
H 1.358420 0.831521 6.957491 0.383 0.014 0.509
H -7.460933 -7.609138 1.561661 -0.436 -0.103 -0.136
H -4.616653 -3.156892 2.033922 0.478 -0.594 -0.574
C -1.793147 5.827626 0.647201 0.570 0.777 1.216
H 7.692544 4.184794 -3.319858 0.012 0.142 0.432
H -6.326133 2.358903 3.316861 0.326 0.196 -0.373
O -0.486227 1.372348 7.152883 -4.234 0.614 -0.630
O 0.769162 -8.716335 -1.948702 3.902 -0.496 0.533
C 12.351077 5.587223 -6.774890 -1.413 -1.118 -0.166
H -4.186728 -2.835289 -4.179462 -0.764 0.221 -0.121
H -2.518482 0.536704 -7.248693 0.313 -0.092 0.623
H 9.548383 5.277566 -6.830286 -0.016 0.235 -0.153
H 1.455758 -4.257449 -2.374770 -0.114 -0.034 -0.174
H 2.438580 -10.585958 1.824724 -0.526 0.159 -0.265
O -2.885524 -1.553698 -7.016863 0.611 -0.358 -1.115
H -6.758155 -8.288342 2.992181 -0.340 -0.589 0.014
H -5.568691 -4.430532 -7.737661 -0.498 0.583 0.243
H -4.375540 -2.758894 3.628928 -0.843 -0.274 0.786
O -5.011799 -3.668869 -5.903978 0.264 2.216 0.835
C -3.023878 -4.296704 3.194548 0.354 0.208 -0.235
O 11.364920 5.116867 -5.810521 0.515 -0.201 -0.566
H 3.193593 3.806984 -3.607029 -0.357 -0.068 1.132
C 2.854931 -9.802955 1.190952 1.878 0.604 0.990
H -0.766960 6.108556 8.946288 0.019 0.262 -0.261
H 8.110238 3.605411 2.110793 0.185 -0.305 0.297
C 6.212998 3.775865 1.175359 -0.229 1.065 1.025
C 2.422313 -6.102205 -1.852595 -0.751 0.244 -0.661
O -2.384403 1.171229 -0.188499 -1.157 0.626 0.426
C 7.259480 3.737552 -4.214586 1.186 -0.513 0.627
H 3.594358 2.895499 1.518005 -0.365 -0.368 0.230
H 11.767339 5.976760 -7.608927 0.385 0.685 -0.113
H -5.598381 2.416763 -1.462218 0.366 -0.312 0.323
H -2.027152 -9.842631 -0.524580 0.078 0.030 0.087
H -2.360962 6.837476 8.499454 0.227 0.047 -0.107
H -1.008771 6.190223 -0.017164 -0.070 -0.525 -0.244
C 3.442439 -8.663695 2.047243 0.030 0.857 0.007
H 9.524648 2.889138 -5.056169 0.031 -0.334 -0.296
H 2.232054 -6.605324 -2.800625 -0.088 -0.060 -0.113
H -3.942230 6.634354 -0.932079 0.223 0.108 0.707
H -2.237698 5.421140 9.532091 -0.162 0.078 0.074
O -2.820682 5.077257 0.020440 -0.208 0.447 -0.007
C -4.388315 -3.638175 2.984868 1.611 0.517 -0.232
C -2.674393 1.397557 9.104194 -1.579 -0.008 2.121
C -0.422263 -8.544074 -1.254478 -1.396 -0.099 -0.045
O -5.327819 -4.629122 3.292713 -2.664 -0.529 -0.113
C 1.300941 -5.061068 -1.654830 0.930 -0.688 -0.565
H -4.825589 5.188980 -2.619763 0.001 0.063 -0.071
O -2.871405 1.724805 7.782691 1.673 1.499 -3.891
H -9.107568 -6.248174 0.696203 -0.534 -0.079 0.135
H -2.190357 -3.641328 2.941937 -0.062 0.034 -0.463
H -9.301678 -8.746792 2.913994 -0.108 -0.046 0.132
H -10.261135 -4.925524 0.204308 0.380 -0.272 -0.695
H -2.949537 -5.256664 2.683621 0.036 0.203 -0.255
H -0.362842 -10.459756 -0.242489 -0.115 0.238 0.334
H 4.680051 1.897959 0.551085 -0.039 0.046 -0.266
C 9.896089 7.135390 1.024006 -0.681 0.622 0.116
H 4.276912 1.256947 2.094685 -0.144 0.515 0.519
C -3.218470 2.542372 10.005891 0.937 -1.120 1.207
H -9.926387 -5.051605 1.815034 0.382 -0.440 0.398
O -5.181046 4.285338 -0.789417 2.449 2.196 1.597
H 2.135642 1.979713 9.098351 0.023 -0.043 0.016
H 8.551827 8.351203 -1.821264 0.058 0.398 0.283
H -7.677781 2.230284 0.002785 0.616 -0.677 -0.740
O 3.357348 -9.196050 -1.864632 -0.913 0.072 0.371
O 9.238348 8.043432 0.059639 0.508 -1.655 1.669
C 7.418169 4.425155 1.917999 0.157 -1.367 0.259
O 8.084401 5.394211 1.189151 0.900 1.472 -0.794
H 5.659947 4.894906 -3.560864 -0.401 0.167 0.224
C -3.006000 -0.317522 -7.718517 -0.932 0.402 0.486
H 10.368077 7.822104 1.726684 -0.155 0.175 0.127
C 9.394206 3.963534 -5.185623 -1.147 -0.499 0.586
O 1.885799 -9.240992 0.330353 -0.811 0.283 -1.540
H 5.417456 4.410649 -5.197985 0.221 -0.311 -0.419
H 3.402904 -5.652217 -2.007754 0.226 -0.194 0.858
H -1.024803 -8.021094 -1.997121 -0.542 0.068 0.324
H 9.687027 4.360565 -4.213656 0.615 0.562 -0.193
C 10.173554 4.508563 -6.376549 0.345 1.122 0.990
H 10.364030 3.763782 -7.149284 0.363 -0.201 0.170
C -1.866732 5.012702 7.481625 -0.849 0.414 -0.861
H -2.844861 -4.499336 4.250484 -0.475 -0.050 0.159
C 3.617990 2.868563 -3.963889 0.485 2.199 -0.577
H 0.637454 1.119798 9.468892 -0.035 0.237 0.292
C 1.061657 1.956365 8.913630 0.352 -0.802 -1.352
H -8.652529 -3.297979 0.527682 0.120 0.239 0.283
C 4.431310 2.199068 1.568700 1.760 1.023 -0.437
H 9.816482 5.513839 2.374523 -0.046 -0.167 0.297
O -7.457608 -4.203375 1.862337 1.997 -0.707 1.018
Mn -3.713644 3.634062 1.380382 -0.395 -1.342 -2.457
H 5.497840 4.568093 0.953989 0.024 0.269 -0.684
H 13.078156 6.275836 -6.344473 -0.605 0.165 0.250
H -0.564969 -2.209035 -8.966323 -0.253 -0.112 0.363
H 3.126919 1.983528 -3.559361 0.656 0.112 0.262
H 7.488966 2.677444 -4.106804 -0.564 -0.435 -0.066
H 7.136047 4.823280 2.892663 -0.554 -0.031 0.110
C -8.893048 -7.795280 3.254231 0.208 -0.382 -0.747
C -6.071600 3.341336 -1.131582 -2.191 -2.422 -0.665
H 8.285450 6.736509 -1.379402 -0.106 -0.365 0.904
H 3.277249 3.019049 -4.988266 0.649 -0.788 -0.766
H -1.792375 0.604353 -0.720180 0.050 0.883 0.525
H 4.373202 -8.798881 2.598162 -0.038 -0.922 -0.072
H -1.380637 5.229050 1.459381 0.376 -0.375 -0.309
H -2.799473 -1.352154 -9.491782 0.125 -0.287 -0.417
H -3.637603 3.938594 -2.151900 -0.291 -0.460 -0.100
H 10.759332 6.580735 0.656231 -0.295 -0.083 -1.004
H 0.657173 2.927969 9.197314 -0.226 -0.265 0.011
C -6.986427 3.070433 0.068064 -0.508 -0.204 1.003
C -2.507640 -0.367556 -9.126396 0.934 -1.069 0.167
O -1.089417 -0.188182 -9.206185 -0.655 -0.479 0.121
H -2.865554 -1.040929 -5.071811 0.140 -0.401 0.645
H 12.929106 4.763798 -7.194345 0.015 -0.357 0.134
H -6.641685 3.632516 -2.013812 -0.539 0.290 0.085
H -0.437405 -1.151894 -7.448183 -0.398 -0.423 -0.050
O 7.980159 4.234451 -5.299609 0.376 0.407 -1.432
C -8.262076 -4.296678 0.723296 -0.867 0.805 -1.641
C -3.939333 -2.975443 -5.231724 0.628 -0.605 -0.189
H -4.060557 -0.048767 -7.780124 -0.410 -0.043 0.165
C -6.914562 2.425196 2.401738 -1.454 0.117 0.079
H -3.294359 0.513406 9.252576 -0.199 -0.005 0.121
H 6.482975 3.204686 0.287124 0.262 0.203 -0.157
H -1.472255 5.616557 6.664404 0.959 -0.758 -0.448
C -7.520995 -7.589065 2.649820 0.369 -1.138 0.060
H -4.241697 -5.119261 -7.022048 0.864 -0.065 -0.290
C 5.784139 4.049226 -4.237247 -1.021 0.399 0.067
H 3.694618 -7.815196 1.411197 -0.127 -0.052 -0.371
H -3.105664 -3.667639 -5.113552 0.477 -0.077 -0.588
H -7.427759 1.473927 2.260995 0.452 -0.348 -0.360
H -4.080623 -3.514597 -7.844390 0.132 0.248 0.515
P 2.208072 -8.637927 -1.135717 -0.565 -0.189 -0.295
O -6.182751 2.857957 1.265607 1.764 0.221 -0.354
H -7.736544 3.823847 0.308453 0.515 0.972 -0.174
H -2.446231 3.270506 10.254032 -0.145 0.214 -0.391
C 9.063871 6.171026 1.938883 -0.825 0.129 -1.739
C -3.368875 5.734931 -1.156595 -0.465 0.175 0.102
H 9.886547 7.273351 -1.780667 0.453 -0.103 0.259
H -1.678279 1.027007 9.346183 0.256 0.642 -0.049
```
Positions in Å, forces in eV/Å.